# 1
Entry from the OMol25 dataset: a molecular structure, C4H2LiO2Rb in a non-equilibrium geometry (the ωB97M-V functional and the def2-TZVPD basis).

Positions of all 10 atoms, in Å:
C -1.410 0.520 -0.335
C -0.111 0.519 -0.384
O -2.568 0.505 -0.032
Li -3.920 0.049 1.154
H 0.398 0.962 -1.253
C 0.787 0.025 0.789
C 2.125 -0.282 0.565
O 2.555 -0.270 -0.685
Rb 1.736 -2.199 -1.620
H 0.408 0.170 1.801

Properties
molar mass: 174.467 g/mol
Kohn-Sham gap (spin up / spin down): 6.33 / 3.01 eV
charge: 0
highest occupied orbital energy (spin up / spin down): -7.08 / -3.76 eV
ΔE to the lowest compared entry with this formula, charge and spin: 69.4 kcal/mol
energy: -9130.2873 eV
lowest unoccupied orbital energy (spin up / spin down): -0.75 / -0.75 eV

# 2
Entry from the OMol25 dataset: a single C4H2N2O molecule in a non-equilibrium geometry (the ωB97M-V functional and the def2-TZVPD basis).

Positions of all 9 atoms, in Å:
C -1.315 1.373 -0.241
C 1.214 -0.379 1.431
C -0.084 -0.643 -0.913
C -0.332 0.402 -0.078
N -2.064 2.167 -0.599
N 1.859 -1.323 1.604
O 0.552 0.662 1.126
H 0.704 -1.368 -0.516
H -0.535 -0.891 -1.812

Properties
molar mass: 94.073 g/mol
Kohn-Sham gap: 10.43 eV
charge: 0
highest occupied orbital energy: -11.07 eV
ΔE to the lowest compared entry with this formula, charge and spin: 41.6 kcal/mol
energy: -9204.9349 eV
structure (SMILES): C=C(C#N)OC#N
lowest unoccupied orbital energy: -0.64 eV